Model a:
16
Properties=species:S:1:pos:R:3:mulliken_charge:R:1 method="wB97M-V/def2-TZVPD" smiles="[H]/N=C/N.O.O.O" homo_lumo_gap_ha=0.3775 multiplicity=1 homo_energy_ev=-9.5
N -1.07296 -1.25316 1.46753 -0.3587
C -0.45954 -2.41272 1.09452 0.0271
N 0.30776 -2.41674 0.08950 -0.5524
H -1.73092 -1.26175 2.22848 0.1900
H -1.03456 -0.39095 0.94348 0.2020
H -0.52825 -3.16707 1.86839 0.2907
H 0.81905 -3.25156 -0.15915 0.1565
H 1.37846 2.88554 -1.67537 0.2771
H 0.22147 1.71579 -1.71959 0.3786
O 0.51896 2.57322 -1.39648 -0.6274
H 0.79401 -1.08729 -1.56122 0.3959
H 1.37426 0.07325 -2.51511 0.3148
O 0.63193 -0.23775 -2.02407 -0.6841
H 0.00134 3.15134 0.54143 0.3235
H 0.44525 2.16269 1.56930 0.3069
O -0.32293 2.65026 1.30579 -0.6406

Model b:
16
Properties=species:S:1:pos:R:3:mulliken_charge:R:1 method="wB97M-V/def2-TZVPD" smiles="[H]/N=C/N.O.O.O" homo_lumo_gap_ha=0.3866 multiplicity=1 homo_energy_ev=-10.0
N -1.13549 0.34548 0.78074 -0.3219
C -0.55649 1.33582 1.49885 0.1291
N 0.65528 1.75105 1.46330 -0.6481
H -1.97818 -0.11054 1.08747 0.2159
H -0.53486 0.01521 -0.04723 0.1128
H -1.16738 1.92833 2.14987 0.3304
H 0.73325 2.60939 1.98875 0.2303
H 1.34212 -1.90814 -0.26665 0.4201
H 1.19010 -3.35336 -0.88106 0.3156
O 0.76513 -2.67727 -0.26839 -0.6817
H 1.72672 0.22687 0.61492 0.3334
H 1.93333 0.17090 -0.82744 0.3434
O 2.11087 -0.39370 -0.09350 -0.7833
H -2.21956 0.43452 -1.90277 0.3320
H -1.10343 -0.54759 -2.56751 0.3252
O -1.76140 0.17303 -2.72936 -0.6532

From most stable to least stable, the computed energies give model a, model b.

Model a:
9
Properties=species:S:1:pos:R:3:mulliken_charge:R:1 method="wB97M-V/def2-TZVPD" smiles="Fc1c[nH]c(=S)o1" homo_lumo_gap_ha=0.3264 multiplicity=1 homo_energy_ev=-8.4
C -0.21462 0.39170 1.17110 0.4953
C -1.03804 -0.15885 0.25799 -0.4084
C 1.04021 0.01555 -0.64696 0.1301
H -2.04387 -0.50764 0.38476 0.3933
H -0.61699 -0.61744 -1.78990 0.2363
N -0.28120 -0.28599 -0.86697 -0.0140
O 1.05218 0.48100 0.63018 -0.2591
F -0.29592 0.82565 2.43661 -0.2246
S 2.39824 -0.14400 -1.57680 -0.3488

Model b:
9
Properties=species:S:1:pos:R:3:mulliken_charge:R:1 method="wB97M-V/def2-TZVPD" homo_lumo_gap_ha=0.3571 multiplicity=1 homo_energy_ev=-10.5
C -0.17809 -0.98008 -0.48227 -0.0735
C -0.98831 0.12115 -0.57209 -0.3899
C -0.72758 -3.28428 0.27317 -0.0851
N -0.42139 -2.18898 0.04386 -0.0218
O -3.33126 1.46851 -0.82557 -0.4644
F -3.17809 -0.84601 0.41177 -0.2738
S -2.56585 0.70721 0.15162 0.6498
H 0.80738 -1.03386 -0.83919 0.3796
H -0.40194 0.93266 -1.01455 0.2791

From most stable to least stable, the computed energies give model a, model b.